This record from OMol25 describes a cluster of 4 separate species, C30H54NO10S3 in total at a distorted geometry. The level of theory is wB97M-V/def2-TZVPD.

The value obtained for the HOMO energy is -0.41933 hartree. Its charge is +1. The calculation puts the gap between HOMO and LUMO at 7.64 eV. As for the LUMO energy: -3.77 eV. The multiplicity is 1.

Structure (XYZ):
```
98
C30H54NO10S3 | OMol25 | wB97M-V/def2-TZVPD
C -4.703 0.997 -1.769
C -3.620 -0.148 -1.366
O -4.384 -1.234 -0.771
C -3.667 -1.864 0.304
O -3.371 -3.080 0.123
C -3.355 -1.032 1.629
C -1.865 -0.450 1.730
C -0.709 -1.492 1.335
C 0.335 -0.927 0.250
C 1.606 -0.096 0.661
C 1.945 0.296 2.189
C 1.694 1.912 2.289
C 3.025 2.746 2.624
C 3.609 3.603 1.405
O 2.943 4.910 1.260
C 2.909 5.143 -0.183
C 2.643 0.418 -0.409
C 2.321 0.066 -1.891
C 1.033 -0.714 -2.208
N 0.119 -1.177 -1.174
O -0.955 -1.882 -1.625
C -0.486 -3.221 -2.041
C -0.434 -3.395 -3.649
H -4.074 1.894 -2.118
H -5.336 1.327 -0.862
H -5.380 0.666 -2.630
H -2.831 0.317 -0.686
H -3.128 -0.542 -2.318
H -4.070 -0.120 1.612
H -3.653 -1.614 2.584
H -1.697 -0.189 2.845
H -1.746 0.561 1.180
H -1.075 -2.512 0.978
H -0.074 -1.698 2.280
H 1.313 -0.290 2.935
H 3.057 0.044 2.381
H 0.968 2.057 3.172
H 1.161 2.262 1.326
H 2.730 3.508 3.445
H 3.833 2.082 3.113
H 3.523 3.098 0.381
H 4.714 3.839 1.652
H 2.082 4.466 -0.616
H 2.650 6.242 -0.430
H 3.914 4.941 -0.699
H 3.586 0.995 -0.132
H 3.071 0.433 -2.678
H 0.812 -0.936 -3.310
H 0.550 -3.456 -1.588
H -1.230 -3.997 -1.652
H 0.609 -3.028 -3.975
H -1.193 -2.664 -4.080
H -0.574 -4.475 -3.988
C -5.705 -3.608 -5.436
C -5.486 -4.194 -6.832
C -4.098 -3.754 -7.302
S -3.119 -3.525 -5.822
O -2.782 -2.123 -5.704
O -2.120 -4.568 -5.747
C -4.424 -3.893 -4.663
H -6.576 -4.046 -4.944
H -5.866 -2.528 -5.509
H -5.528 -5.286 -6.780
H -6.259 -3.869 -7.532
H -3.628 -4.509 -7.933
H -4.138 -2.800 -7.831
H -4.314 -3.277 -3.770
H -4.349 -4.951 -4.401
C -4.238 -2.784 7.353
C -3.993 -4.256 7.016
C -3.414 -4.312 5.601
S -2.555 -2.763 5.351
O -3.238 -2.019 4.313
O -1.130 -3.007 5.311
C -2.974 -2.048 6.930
H -4.449 -2.642 8.415
H -5.097 -2.413 6.784
H -3.274 -4.678 7.725
H -4.910 -4.846 7.089
H -2.710 -5.138 5.486
H -4.201 -4.387 4.849
H -3.118 -0.972 6.825
H -2.151 -2.252 7.618
C 8.522 7.159 -0.939
C 8.523 7.089 0.589
C 7.440 6.091 1.003
S 7.285 4.930 -0.350
O 5.972 5.081 -0.938
O 7.801 3.644 0.064
C 8.478 5.714 -1.419
H 9.401 7.681 -1.322
H 7.633 7.695 -1.284
H 9.500 6.737 0.937
H 8.349 8.069 1.038
H 7.713 5.553 1.912
H 6.474 6.583 1.138
H 8.167 5.615 -2.459
H 9.440 5.218 -1.266
```


This record from OMol25 describes a cluster of 7 separate species, C30H55BClN6O10P in total at a distorted geometry. The level of theory is wB97M-V/def2-TZVPD.

The structure (SMILES) is C#CCC1=C(B(O)CC)C(=O)C(Cl)=C(P(C)O)C1=O.CNC(C)=O.CNC(C)=O.CNC(C)=O.CNC(C)=O.CNC(C)=O.CNC(C)=O. The value obtained for the HOMO energy is -0.29236 hartree. The calculation puts the gap between HOMO and LUMO at 6.28 eV. As for the LUMO energy: -1.68 eV. The multiplicity is 1.

Structure (XYZ):
```
104
C30H55BClN6O10P | OMol25 | wB97M-V/def2-TZVPD
C -1.659 5.768 2.087
C -1.801 4.355 2.235
C -2.259 2.794 1.847
C -1.407 2.160 0.595
C -1.500 2.642 -0.826
B -2.516 3.860 -1.279
O -2.026 5.212 -1.694
C -4.155 3.560 -1.220
C -5.057 4.923 -0.998
C -0.586 1.966 -2.043
O -0.774 2.405 -3.303
C 0.501 0.762 -1.724
Cl 1.549 0.121 -3.127
C 0.600 0.230 -0.320
P 1.846 -1.207 -0.044
C 1.216 -2.761 -1.034
O 1.866 -1.733 1.623
C -0.356 0.886 0.848
O -0.322 0.334 2.091
H -1.605 6.945 1.898
H -2.059 2.162 2.838
H -3.438 2.735 1.679
H -2.440 5.925 -1.102
H -4.368 2.854 -0.291
H -4.412 2.965 -2.197
H -6.185 4.573 -0.864
H -4.919 5.646 -1.912
H -4.730 5.410 0.038
H 1.679 -3.716 -0.509
H 1.498 -2.690 -2.178
H 0.058 -2.803 -0.845
H 0.931 -2.116 1.775
C -8.795 2.758 -1.352
C -7.641 1.856 -1.009
O -7.017 1.967 0.044
N -7.293 0.891 -1.907
C -7.894 0.601 -3.186
H -8.952 3.474 -0.541
H -8.575 3.315 -2.266
H -9.707 2.169 -1.474
H -6.508 0.325 -1.605
H -8.247 -0.433 -3.169
H -7.124 0.704 -3.954
H -8.728 1.266 -3.415
C -6.654 0.329 2.784
C -5.790 1.421 3.353
O -4.863 1.918 2.718
N -6.061 1.860 4.616
C -7.095 1.409 5.516
H -6.316 0.087 1.773
H -6.573 -0.571 3.399
H -7.693 0.663 2.730
H -5.438 2.595 4.928
H -7.727 2.266 5.763
H -6.616 1.043 6.427
H -7.709 0.618 5.084
C 5.998 -5.252 0.260
C 4.602 -4.784 0.567
O 3.899 -4.230 -0.275
N 4.119 -4.989 1.826
C 4.781 -5.614 2.946
H 6.239 -5.019 -0.781
H 6.715 -4.739 0.905
H 6.068 -6.334 0.396
H 3.175 -4.646 1.955
H 4.181 -6.472 3.259
H 4.823 -4.889 3.763
H 5.791 -5.946 2.702
C 6.348 0.955 1.852
C 5.887 2.209 2.542
O 6.668 3.102 2.862
N 4.557 2.340 2.812
C 3.490 1.413 2.519
H 7.431 0.997 1.705
H 6.117 0.082 2.468
H 5.870 0.869 0.872
H 4.325 3.210 3.277
H 2.764 1.922 1.880
H 3.009 1.142 3.462
H 3.846 0.511 2.019
C 8.426 -1.163 -0.771
C 9.241 -2.377 -0.418
O 8.722 -3.461 -0.166
N 10.598 -2.248 -0.382
C 11.392 -1.072 -0.644
H 7.363 -1.422 -0.758
H 8.597 -0.371 -0.037
H 8.684 -0.817 -1.774
H 11.077 -3.107 -0.138
H 12.068 -1.296 -1.472
H 11.981 -0.854 0.250
H 10.781 -0.204 -0.898
C -1.240 -4.351 -4.439
C -1.279 -3.094 -3.613
O -1.081 -3.104 -2.400
N -1.543 -1.917 -4.248
C -1.801 -1.697 -5.651
H -1.018 -5.204 -3.793
H -2.211 -4.518 -4.911
H -0.454 -4.277 -5.196
H -1.553 -1.118 -3.626
H -1.047 -1.002 -6.030
H -2.789 -1.241 -5.748
H -1.768 -2.621 -6.232
```


This record from OMol25 describes a cluster of 8 separate species, C30H55BO11S in total at a distorted geometry. The level of theory is wB97M-V/def2-TZVPD.

The structure (SMILES) is CCSCC1=C(B(O)CC)C(=O)OC1=O.CC(C)=O.CC(C)=O.CC(C)=O.CC(C)=O.CC(C)=O.CC(C)=O.CC(C)=O. The calculation puts the energy relative to the best compared isomer or geometry (same formula, charge and spin) at 75.9 kJ/mol. The value obtained for the HOMO energy is -0.32993 hartree. The calculation puts the gap between HOMO and LUMO at 8.22 eV. As for the LUMO energy: -0.76 eV. The multiplicity is 1.

Structure (XYZ):
```
98
C30H55BO11S | OMol25 | wB97M-V/def2-TZVPD
C -3.396 -5.453 -0.968
C -3.249 -4.142 -0.222
S -1.490 -3.730 0.030
C -1.583 -2.473 1.387
C -0.190 -2.206 1.715
C 0.561 -1.142 1.456
B 0.086 0.231 0.866
O -1.167 0.645 1.266
C 0.940 1.237 0.018
C 2.343 1.479 0.617
C 1.948 -1.626 1.782
O 2.904 -1.656 1.052
O 1.778 -2.375 2.947
C 0.615 -3.102 2.622
O 0.313 -4.090 3.220
H -2.490 -5.785 -1.452
H -3.744 -6.220 -0.297
H -4.151 -5.385 -1.735
H -3.681 -4.212 0.763
H -3.694 -3.324 -0.768
H -2.084 -1.625 0.958
H -2.095 -2.951 2.211
H -1.057 1.512 1.666
H 1.022 0.906 -1.014
H 0.445 2.198 0.037
H 3.034 0.699 0.343
H 2.729 2.398 0.208
H 2.307 1.613 1.691
C -4.632 1.757 0.736
C -3.856 2.901 1.336
O -2.700 3.100 1.038
C -4.580 3.779 2.321
H -3.992 1.208 0.049
H -4.968 1.084 1.525
H -5.498 2.139 0.192
H -4.914 3.183 3.172
H -5.444 4.244 1.841
H -3.909 4.558 2.676
C -0.269 -1.434 -4.741
C -0.395 -0.313 -3.742
O 0.420 0.579 -3.677
C -1.587 -0.356 -2.817
H 0.626 -1.286 -5.340
H -0.194 -2.391 -4.226
H -1.137 -1.449 -5.401
H -1.560 -1.273 -2.222
H -2.512 -0.323 -3.395
H -1.556 0.503 -2.149
C 4.427 4.053 -2.651
C 5.025 4.503 -1.339
O 4.899 3.850 -0.332
C 5.786 5.807 -1.345
H 3.910 3.107 -2.509
H 3.715 4.796 -3.013
H 5.215 3.919 -3.394
H 5.129 6.622 -1.654
H 6.629 5.745 -2.035
H 6.160 6.012 -0.346
C -3.614 6.480 -3.121
C -3.998 6.182 -1.691
O -5.135 6.314 -1.303
C -2.901 5.709 -0.772
H -4.493 6.808 -3.672
H -2.862 7.269 -3.149
H -3.212 5.583 -3.594
H -2.118 6.466 -0.701
H -2.474 4.778 -1.146
H -3.310 5.533 0.217
C 1.463 -5.998 -7.367
C 1.370 -4.684 -6.631
O 0.317 -4.268 -6.212
C 2.656 -3.914 -6.442
H 0.475 -6.446 -7.433
H 1.849 -5.836 -8.374
H 2.128 -6.679 -6.834
H 3.089 -3.668 -7.412
H 3.368 -4.511 -5.872
H 2.452 -2.994 -5.900
C -1.331 2.042 6.218
C -1.908 1.210 5.099
O -3.064 1.317 4.762
C -0.975 0.240 4.413
H -2.103 2.694 6.620
H -0.963 1.393 7.014
H -0.509 2.654 5.844
H -0.589 -0.485 5.133
H -0.141 0.784 3.964
H -1.515 -0.285 3.632
C 3.053 -4.496 5.196
C 4.306 -4.883 5.941
O 4.352 -5.863 6.645
C 5.508 -3.984 5.764
H 2.268 -5.218 5.405
H 2.719 -3.508 5.512
H 3.243 -4.483 4.123
H 5.272 -2.975 6.104
H 5.798 -3.950 4.713
H 6.339 -4.371 6.349
```


This record from OMol25 describes a structure of composition C30H55CdN2O2P2 at a distorted geometry. The level of theory is wB97M-V/def2-TZVPD.

The calculation puts the energy relative to the best compared isomer or geometry (same formula, charge and spin) at 346.4 kJ/mol. The value obtained for the HOMO energy (spin up / spin down) is -0.27269 / -0.27270 hartree. Its charge is +1. The calculation puts the gap between HOMO and LUMO (spin up / spin down) at 4.95 / 4.95 eV. As for the LUMO energy (spin up / spin down): -2.47 / -2.47 eV. The multiplicity is 1.

Structure (XYZ):
```
92
C30H55CdN2O2P2 | OMol25 | wB97M-V/def2-TZVPD
C 1.202 -2.066 -1.542
C 1.100 0.158 -2.091
C 1.721 -2.402 -2.787
C 1.873 -0.066 -3.281
C 2.123 -1.391 -3.657
H 1.840 -3.447 -3.028
H 2.115 0.771 -3.962
H 2.581 -1.604 -4.606
N 0.979 -0.813 -1.126
P 0.376 -2.967 1.117
P 0.243 2.973 -0.936
C 0.785 -3.227 -0.681
H -0.086 -3.694 -1.167
H 1.582 -3.980 -0.721
C 0.294 1.443 -2.045
H 0.717 2.053 -2.897
C -0.461 4.404 -1.923
C 1.358 3.405 0.397
C -1.250 -3.889 1.500
C 1.882 -3.782 1.921
C -1.870 4.616 -1.364
H -1.820 4.889 -0.304
H -2.343 5.455 -1.893
H -2.502 3.725 -1.466
C 0.348 5.710 -1.805
H 0.422 6.065 -0.780
H 1.342 5.582 -2.244
H -0.170 6.493 -2.374
C -0.490 4.114 -3.471
H -1.303 4.729 -3.905
H 0.465 4.418 -3.948
H -0.667 3.062 -3.752
C 0.598 4.378 1.313
H -0.337 3.908 1.643
H 1.226 4.606 2.180
H 0.348 5.325 0.833
C 1.752 2.129 1.214
H 0.873 1.769 1.787
H 2.157 1.291 0.595
H 2.534 2.418 1.944
C 2.668 3.982 -0.207
H 2.507 4.962 -0.679
H 3.403 4.117 0.608
H 3.086 3.269 -0.946
C 1.724 -3.683 3.456
H 2.615 -4.137 3.926
H 1.663 -2.633 3.785
H 0.838 -4.227 3.826
C 3.134 -2.995 1.495
H 3.305 -3.073 0.416
H 3.084 -1.935 1.775
H 4.001 -3.437 2.009
C 2.080 -5.257 1.521
H 3.064 -5.581 1.891
H 1.339 -5.925 1.968
H 2.074 -5.412 0.438
C -2.219 -3.766 0.307
H -1.871 -4.332 -0.570
H -3.184 -4.196 0.619
H -2.415 -2.727 0.004
C -1.886 -3.238 2.745
H -2.067 -2.164 2.607
H -2.852 -3.725 2.937
H -1.264 -3.376 3.638
C -1.042 -5.383 1.788
H -0.551 -5.905 0.955
H -0.490 -5.565 2.721
H -2.034 -5.843 1.922
Cd 0.115 -0.474 1.177
C 1.760 -0.423 2.898
O 2.349 -0.009 3.787
N -0.780 1.283 0.101
C -0.975 1.340 -1.255
C -2.303 0.884 -1.940
C -2.382 1.482 -3.331
C -2.185 -0.626 -2.005
C -3.567 1.242 -1.139
H -2.624 2.562 -3.308
H -1.441 1.272 -3.866
H -3.219 0.988 -3.855
H -2.148 -1.017 -0.977
H -3.078 -1.010 -2.518
H -1.276 -0.927 -2.537
H -4.418 0.774 -1.655
H -3.510 0.815 -0.129
H -3.812 2.312 -1.088
C -0.970 0.865 4.348
O -1.286 0.364 3.028
H -0.574 0.030 4.941
H -1.885 1.255 4.825
H -0.191 1.645 4.307
H -1.854 0.997 2.552
```


This record from OMol25 describes a structure of composition C30H55N4O2P2Sr at a distorted geometry. The level of theory is wB97M-V/def2-TZVPD.

The calculation puts the energy relative to the best compared isomer or geometry (same formula, charge and spin) at 0.0 kJ/mol. The value obtained for the HOMO energy is -0.30344 hartree. Its charge is +1. The calculation puts the gap between HOMO and LUMO at 6.05 eV. As for the LUMO energy: -2.21 eV. The multiplicity is 1.

Structure (XYZ):
```
94
C30H55N4O2P2Sr | OMol25 | wB97M-V/def2-TZVPD
C 2.096 -1.250 -0.913
C 1.429 0.862 -1.681
C 2.936 -1.401 -2.013
C 2.017 0.583 -2.948
C 2.830 -0.516 -3.087
H 3.635 -2.230 -1.999
H 1.890 1.321 -3.746
H 3.407 -0.702 -3.993
N 1.320 -0.168 -0.750
P 0.524 -2.675 1.021
P 0.563 2.829 0.179
C 2.109 -2.363 0.154
H 2.416 -3.301 -0.334
H 2.889 -2.138 0.900
C 0.964 2.190 -1.411
H 0.781 2.797 -2.295
C -1.266 3.617 0.072
C 2.003 4.088 0.167
C -0.471 -3.815 -0.182
C 1.137 -3.582 2.563
C -2.284 2.682 0.777
H -2.017 2.469 1.829
H -3.258 3.198 0.813
H -2.494 1.753 0.205
C -1.287 4.972 0.790
H -1.014 4.885 1.850
H -0.643 5.722 0.313
H -2.316 5.371 0.751
C -1.714 3.807 -1.376
H -2.668 4.365 -1.376
H -0.998 4.382 -1.978
H -1.909 2.849 -1.877
C 2.074 4.826 1.500
H 2.263 4.133 2.328
H 2.911 5.538 1.450
H 1.162 5.383 1.725
C 3.344 3.351 -0.040
H 3.444 2.481 0.616
H 3.471 3.007 -1.072
H 4.173 4.039 0.193
C 1.823 5.087 -0.974
H 1.849 4.599 -1.955
H 0.896 5.667 -0.912
H 2.663 5.802 -0.942
C -0.082 -4.114 3.332
H 0.279 -4.610 4.244
H -0.761 -3.304 3.633
H -0.661 -4.855 2.764
C 1.874 -2.564 3.455
H 2.781 -2.167 2.984
H 1.233 -1.722 3.748
H 2.187 -3.091 4.371
C 2.101 -4.728 2.236
H 2.957 -4.400 1.635
H 2.490 -5.114 3.189
H 1.612 -5.565 1.728
C -0.235 -3.396 -1.642
H 0.793 -3.607 -1.969
H -0.911 -3.982 -2.286
H -0.451 -2.333 -1.821
C -1.966 -3.651 0.163
H -2.357 -2.660 -0.116
H -2.538 -4.398 -0.408
H -2.173 -3.818 1.230
C -0.071 -5.287 -0.049
H 0.991 -5.452 -0.276
H -0.311 -5.711 0.934
H -0.650 -5.863 -0.789
Sr -0.777 0.050 0.961
C 1.710 0.756 2.003
O 2.779 0.735 2.445
N -2.883 -0.489 -1.102
C -3.188 -0.470 -2.239
C -3.005 -0.165 -3.740
C -2.142 1.099 -3.819
C -2.306 -1.325 -4.445
C -4.344 0.090 -4.433
H -2.722 1.957 -3.448
H -1.235 1.000 -3.209
H -1.835 1.318 -4.853
H -2.854 -2.262 -4.301
H -2.269 -1.121 -5.526
H -1.275 -1.462 -4.097
H -4.221 -0.156 -5.495
H -5.169 -0.501 -4.029
H -4.620 1.151 -4.372
N 0.314 0.543 5.160
C -0.851 0.102 4.628
N -1.821 -0.177 5.528
O -1.011 -0.081 3.383
H 0.316 0.815 6.142
H 1.010 0.929 4.539
H -2.712 -0.505 5.184
H -1.696 0.051 6.503
```


Number 5 is which compound? C30H55N4O2P2Sr